1.
# C35H66Br3F3N8O11

A 8-piece molecular cluster, C35H66Br3F3N8O11 overall at a distorted geometry (ωB97M-V with the def2-TZVPD basis set, OMol25).

Its SMILES is C=CC[C@@]1(ON=O)OC(=O)C[C@@]1(CC[C@](F)(Br)C(F)(F)Br)[C@@H](Br)CC.CN(C)C=O.CN(C)C=O.CN(C)C=O.CN(C)C=O.CN(C)C=O.CN(C)C=O.CN(C)C=O. The HOMO energy comes out at -7.591 eV. For the orbital gap, the calculation gives 7.287 eV. Its maximum force is 0.109 hartree/bohr.

ORCA input file:
```
! RIJCOSX wB97M-V def2-TZVPD def2/J DEFGRID3
* xyz 0 1
C 4.43 -4.56 0.96
C 4.54 -4.25 -0.44
C 3.61 -4.87 -1.61
C 2.33 -3.88 -1.89
O 2.79 -2.63 -1.28
N 2.89 -1.63 -2.20
O 2.31 -0.66 -1.80
O 2.40 -3.77 -3.36
C 1.74 -4.98 -3.81
O 1.99 -5.60 -4.87
C 0.64 -5.41 -2.68
C 0.87 -4.42 -1.40
C -0.06 -3.15 -1.76
C -1.63 -3.43 -1.66
C -2.47 -2.03 -1.74
F -2.11 -1.26 -2.91
Br -2.06 -0.84 -0.17
C -4.08 -2.29 -1.65
F -4.69 -1.03 -1.39
F -4.31 -3.09 -0.47
Br -4.81 -3.23 -3.24
C 0.77 -5.06 0.07
Br -0.02 -3.78 1.42
C 0.09 -6.52 0.13
C -1.44 -6.58 -0.33
H 3.92 -3.78 1.65
H 4.77 -5.55 1.46
H 5.33 -3.47 -0.76
H 3.29 -5.95 -1.41
H 4.27 -4.85 -2.56
H 1.03 -6.48 -2.44
H -0.40 -5.37 -3.17
H 0.26 -2.31 -1.03
H 0.13 -2.73 -2.81
H -1.97 -3.92 -0.69
H -2.06 -4.07 -2.52
H 1.86 -5.20 0.43
H 0.71 -7.30 -0.43
H 0.11 -6.84 1.25
H -1.82 -7.65 -0.11
H -2.05 -5.89 0.35
H -1.61 -6.41 -1.45
C 6.14 0.76 -2.37
O 7.27 0.33 -2.26
N 5.67 1.50 -3.42
C 4.31 1.98 -3.47
C 6.58 1.82 -4.51
H 5.37 0.58 -1.60
H 3.83 1.57 -4.37
H 4.31 3.07 -3.53
H 3.74 1.67 -2.59
H 6.94 0.89 -4.95
H 7.43 2.38 -4.11
H 6.06 2.41 -5.27
C -4.65 4.57 0.41
O -4.22 5.30 1.27
N -4.24 3.28 0.18
C -4.80 2.47 -0.87
C -3.20 2.72 1.03
H -5.44 4.89 -0.29
H -5.25 1.57 -0.42
H -4.00 2.17 -1.56
H -5.57 3.01 -1.42
H -3.53 2.74 2.06
H -2.30 3.33 0.94
H -2.97 1.70 0.73
C -7.13 -0.30 4.34
O -7.08 -0.66 5.50
N -6.15 0.38 3.68
C -6.29 0.77 2.29
C -4.93 0.71 4.38
H -8.02 -0.50 3.72
H -5.49 0.31 1.71
H -6.22 1.86 2.22
H -7.26 0.45 1.89
H -4.46 -0.21 4.73
H -5.17 1.34 5.24
H -4.25 1.25 3.72
C 1.84 4.54 -2.51
O 2.67 3.68 -2.25
N 2.12 5.86 -2.71
C 1.08 6.82 -3.01
C 3.49 6.31 -2.63
H 0.77 4.30 -2.59
H 1.29 7.28 -3.99
H 1.08 7.60 -2.24
H 0.10 6.34 -3.05
H 4.09 5.77 -3.37
H 3.88 6.09 -1.63
H 3.55 7.38 -2.82
C -5.64 6.05 -3.44
O -6.29 5.12 -2.99
N -5.59 7.31 -2.91
C -4.79 8.36 -3.51
C -6.36 7.61 -1.72
H -5.02 5.94 -4.34
H -4.06 8.71 -2.78
H -5.45 9.19 -3.80
H -4.27 8.00 -4.40
H -6.04 6.95 -0.91
H -7.42 7.42 -1.93
H -6.22 8.65 -1.42
C 6.60 -6.32 3.47
O 5.61 -6.98 3.21
N 7.89 -6.73 3.31
C 9.02 -5.88 3.64
C 8.15 -8.06 2.79
H 6.53 -5.29 3.88
H 9.62 -5.72 2.74
H 9.63 -6.37 4.40
H 8.68 -4.91 4.02
H 7.69 -8.14 1.80
H 7.69 -8.80 3.45
H 9.22 -8.24 2.71
C -1.30 1.96 5.27
O -1.42 2.22 4.09
N -1.60 2.80 6.30
C -1.43 2.41 7.68
C -2.12 4.12 6.00
H -0.91 0.98 5.60
H -2.40 2.45 8.19
H -0.73 3.10 8.16
H -1.03 1.39 7.76
H -3.05 4.02 5.43
H -1.39 4.66 5.40
H -2.32 4.67 6.92
*
```

***

2.
# C35H66FN6O7PS

A 4-piece molecular cluster, C35H66FN6O7PS overall at a distorted geometry (ωB97M-V with the def2-TZVPD basis set, OMol25).

The HOMO energy (spin up / spin down) comes out at -9.011 / -10.068 eV. For the orbital gap (spin up / spin down), the calculation gives 4.256 / 5.313 eV. Its maximum force is 0.034 hartree/bohr.

ORCA input file:
```
! RIJCOSX wB97M-V def2-TZVPD def2/J DEFGRID3
* xyz 1 4
O 1.29 -2.43 -1.57
P 0.94 -1.08 -1.97
O 1.10 0.02 -0.84
O 1.74 -0.55 -3.23
C -0.80 -0.96 -2.48
C -1.35 -1.85 -3.60
C -2.72 -2.31 -3.07
F -2.67 -3.64 -2.71
C -2.88 -1.61 -1.75
C -4.10 -1.70 -0.90
C -4.36 -0.48 -0.01
S -5.13 0.97 -0.78
C -4.21 1.27 -2.21
N -3.12 1.94 -2.38
N -2.84 1.92 -3.73
C -3.81 1.26 -4.28
O -4.69 0.78 -3.40
N -1.83 -0.96 -1.44
H 1.38 0.88 -1.17
H 1.27 0.09 -3.78
H -0.85 0.06 -2.88
H -0.73 -2.71 -3.81
H -1.45 -1.23 -4.48
H -3.55 -2.13 -3.74
H -4.03 -2.60 -0.30
H -4.94 -1.86 -1.57
H -3.47 -0.21 0.54
H -5.09 -0.76 0.74
H -3.94 1.06 -5.33
H -1.68 -0.45 -0.58
C 4.14 -1.67 0.23
C 4.80 -0.35 0.66
C 4.91 0.60 -0.54
C 5.95 0.14 -1.56
C 7.31 -0.08 -0.90
C 7.27 -0.97 0.34
N 6.15 -0.57 1.25
O 6.49 0.42 2.00
C 7.14 -2.45 -0.06
C 8.58 -0.85 1.09
C 3.89 0.25 1.72
H 3.07 -1.53 0.09
H 4.51 -2.06 -0.71
H 4.27 -2.44 0.99
H 5.18 1.60 -0.18
H 3.93 0.69 -1.01
H 5.61 -0.77 -2.07
H 6.04 0.90 -2.34
H 8.00 -0.52 -1.62
H 7.72 0.89 -0.62
H 6.95 -3.07 0.81
H 8.07 -2.79 -0.52
H 6.35 -2.64 -0.79
H 8.83 0.19 1.32
H 9.38 -1.25 0.48
H 8.56 -1.40 2.03
H 3.79 -0.42 2.57
H 2.90 0.41 1.29
H 4.26 1.21 2.09
C 5.71 2.49 5.25
C 6.50 1.33 5.88
C 5.61 0.08 5.97
C 4.51 0.21 7.01
C 5.08 0.58 8.38
C 6.02 1.79 8.36
N 7.00 1.68 7.24
O 8.01 0.95 7.57
C 5.21 3.10 8.26
C 6.78 1.86 9.68
C 7.67 1.07 4.95
H 5.63 2.31 4.17
H 4.69 2.59 5.62
H 6.23 3.43 5.39
H 6.24 -0.78 6.22
H 5.19 -0.11 4.98
H 3.76 0.95 6.70
H 3.97 -0.74 7.09
H 4.27 0.78 9.08
H 5.62 -0.28 8.77
H 5.88 3.94 8.08
H 4.68 3.27 9.19
H 4.46 3.09 7.47
H 7.29 0.93 9.90
H 6.07 2.06 10.48
H 7.52 2.66 9.66
H 8.30 1.95 4.85
H 7.29 0.81 3.97
H 8.30 0.24 5.29
C -8.26 1.30 -4.38
C -8.77 -0.11 -4.05
C -8.17 -1.14 -5.01
C -8.72 -1.02 -6.43
C -10.25 -1.09 -6.43
C -10.92 -0.12 -5.45
N -10.26 -0.19 -4.11
O -10.70 -1.16 -3.41
C -10.91 1.31 -6.01
C -12.39 -0.51 -5.29
C -8.33 -0.40 -2.62
H -7.23 1.39 -4.03
H -8.24 1.52 -5.45
H -8.85 2.06 -3.88
H -8.38 -2.14 -4.63
H -7.08 -1.02 -5.01
H -8.38 -0.09 -6.90
H -8.32 -1.83 -7.04
H -10.63 -0.88 -7.43
H -10.55 -2.11 -6.19
H -11.24 2.02 -5.25
H -11.59 1.38 -6.85
H -9.94 1.63 -6.37
H -12.51 -1.55 -5.01
H -12.90 -0.35 -6.24
H -12.87 0.10 -4.53
H -8.74 0.34 -1.93
H -7.24 -0.35 -2.57
H -8.64 -1.39 -2.28
*
```